# 1
C7H8N4O3 | ωB97M-V/def2-TZVPD

Summary:
* orbital gap: 8.68 eV
* calculated total energy: -19484.920 eV
* energy above the lowest of the compared OMol25 structures with the same formula, charge and spin: 128.0 kcal per mole

ORCA input file:
```
! RIJCOSX wB97M-V def2-TZVPD def2/J DEFGRID3
* xyz 0 1
C 2.988 0.711 0.868
C 1.125 -0.430 -0.139
C -0.088 0.204 -0.046
C 2.171 0.652 -0.319
C 3.111 0.782 -1.548
C -1.856 -0.256 1.600
C -1.439 -0.338 0.114
N 3.744 0.560 1.698
N 0.158 1.595 0.080
N 1.366 1.845 -0.084
N 1.436 -1.810 -0.126
O 0.598 -2.649 0.182
O 2.589 -2.024 -0.448
O -2.412 0.421 -0.520
H 2.502 1.057 -2.515
H 3.660 -0.155 -1.538
H 3.603 1.755 -1.439
H -2.596 0.500 1.728
H -1.087 -0.020 2.279
H -2.333 -1.179 2.040
H -1.244 -1.448 -0.014
H -3.343 0.116 -0.293
*
```

These are the Löwdin partial charges, in e, on atoms 1 to 5:
1 C -0.19
2 C -0.03
3 C -0.10
4 C -0.45
5 C 0.02


# 2
C3H6S4 | ωB97M-V/def2-TZVPD

Summary:
* orbital gap (spin up / spin down): 7.99 / 7.99 eV
* calculated total energy: -46545.356 eV
* energy above the lowest of the compared OMol25 structures with the same formula, charge and spin: 67.9 kcal per mole

ORCA input file:
```
! RIJCOSX wB97M-V def2-TZVPD def2/J DEFGRID3
* xyz 0 1
C -0.769 -0.115 2.034
C 0.249 0.365 1.140
C 0.304 -0.068 -1.151
S -0.823 1.676 1.638
S -1.175 0.741 -1.751
S 0.542 -1.806 -1.455
S 1.671 1.051 -1.445
H -1.580 -0.737 1.561
H -0.591 -0.517 2.947
H 1.349 0.417 1.437
H -2.054 -0.446 -1.699
H 1.497 -2.032 -0.540
H 1.381 1.472 -2.714
*
```

These are the Löwdin partial charges, in e, on atoms 1 to 5:
1 C -0.46
2 C -0.59
3 C -1.50
4 S 0.79
5 S 0.60


# 3
C53H67F2N13O2S | ωB97M-V/def2-TZVPD

Summary:
* orbital gap: 5.43 eV
* calculated total energy: -95769.146 eV

ORCA input file:
```
! RIJCOSX wB97M-V def2-TZVPD def2/J DEFGRID3
* xyz 0 1
C 2.492 -1.296 1.463
C 1.877 -0.377 0.237
C 0.539 -1.104 -0.454
C -0.788 -0.143 -0.394
C -1.706 -0.304 0.954
C -0.859 -1.072 2.161
N -0.327 -1.578 3.254
C -3.040 -1.278 0.689
C -3.507 -2.075 2.083
C -5.070 -2.645 1.915
S -4.995 -4.554 1.902
C -2.356 1.149 1.466
C -2.930 1.923 0.099
N -3.100 2.685 -0.960
N -1.362 2.028 2.192
C -1.626 3.520 1.929
O -2.724 4.172 2.392
F -0.640 4.382 1.178
C -1.448 1.900 3.698
O -2.557 1.731 4.423
F -0.139 2.021 4.442
H 2.471 -0.638 2.454
H 3.608 -1.609 1.288
H 1.762 -2.198 1.668
H 2.705 -0.131 -0.588
H 1.497 0.630 0.752
H 0.375 -2.202 -0.071
H 0.826 -1.208 -1.608
H -1.469 -0.401 -1.323
H -0.398 0.970 -0.581
H -2.858 -2.086 -0.138
H -4.000 -0.638 0.384
H -3.522 -1.292 2.973
H -2.856 -3.026 2.302
H -5.679 -2.349 2.898
H -5.600 -2.226 0.947
H -3.661 -4.986 1.764
H -3.309 0.860 2.081
N -3.482 5.531 -2.343
C -2.228 5.664 -2.878
C -2.264 6.688 -3.798
C -3.586 7.194 -3.813
C -4.316 6.463 -2.903
H -3.751 4.851 -1.643
H -1.419 5.020 -2.560
H -1.428 7.035 -4.392
H -3.964 8.005 -4.422
H -5.355 6.526 -2.608
N -7.866 2.509 2.869
C -7.183 1.674 3.715
C -5.908 2.173 3.867
C -5.821 3.353 3.091
C -7.045 3.539 2.488
H -8.825 2.386 2.574
H -7.660 0.799 4.134
H -5.126 1.735 4.473
H -4.959 3.999 2.984
H -7.401 4.312 1.821
N -5.692 -7.743 0.159
C -6.977 -7.711 -0.319
C -7.392 -9.010 -0.510
C -6.323 -9.855 -0.129
C -5.287 -9.046 0.283
H -5.132 -6.932 0.385
H -7.483 -6.769 -0.483
H -8.361 -9.316 -0.883
H -6.310 -10.937 -0.151
H -4.299 -9.286 0.651
N -2.352 -8.876 -1.334
C -1.724 -8.825 -2.551
C -0.374 -8.995 -2.341
C -0.181 -9.160 -0.948
C -1.420 -9.085 -0.351
H -3.348 -8.776 -1.184
H -2.290 -8.672 -3.460
H 0.390 -9.001 -3.108
H 0.759 -9.317 -0.436
H -1.716 -9.161 0.686
N 4.248 2.339 -0.972
C 4.876 2.390 -2.190
C 6.226 2.220 -1.979
C 6.419 2.055 -0.587
C 5.180 2.130 0.010
H 3.252 2.439 -0.823
H 4.310 2.544 -3.099
H 6.990 2.215 -2.746
H 7.359 1.898 -0.075
H 4.884 2.054 1.048
N -3.516 -10.073 -5.928
C -2.964 -10.953 -6.823
C -3.324 -10.554 -8.090
C -4.116 -9.388 -7.956
C -4.215 -9.112 -6.611
H -3.420 -10.125 -4.923
H -2.366 -11.787 -6.482
H -3.046 -11.047 -9.012
H -4.564 -8.811 -8.755
H -4.724 -8.317 -6.082
N 6.008 5.629 -0.549
C 6.731 6.234 -1.544
C 7.257 7.401 -1.038
C 6.841 7.501 0.311
C 6.074 6.392 0.587
H 5.505 4.755 -0.639
H 6.808 5.783 -2.525
H 7.875 8.104 -1.581
H 7.077 8.296 1.007
H 5.569 6.082 1.493
N -0.109 7.515 -0.469
C 0.627 8.625 -0.795
C 1.312 9.026 0.330
C 0.983 8.124 1.369
C 0.106 7.199 0.847
H -0.715 7.008 -1.101
H 0.599 9.033 -1.796
H 1.978 9.877 0.394
H 1.347 8.146 2.388
H -0.383 6.347 1.299
N 10.884 1.744 -0.517
C 11.436 0.864 -1.412
C 11.076 1.263 -2.679
C 10.284 2.429 -2.545
C 10.185 2.705 -1.200
H 10.980 1.692 0.489
H 12.034 0.030 -1.071
H 11.354 0.770 -3.601
H 9.836 3.006 -3.344
H 9.676 3.500 -0.671
N 2.188 1.188 6.282
C 2.871 0.353 7.127
C 4.146 0.852 7.279
C 4.233 2.032 6.503
C 3.009 2.218 5.900
H 1.228 1.064 5.986
H 2.394 -0.522 7.546
H 4.928 0.413 7.885
H 5.095 2.677 6.396
H 2.653 2.991 5.233
*
```

These are the Löwdin partial charges, in e, on atoms 1 to 5:
1 C -0.15
2 C -0.24
3 C -0.21
4 C -0.17
5 C -0.29


# 4
C4H8N2O | ωB97M-V/def2-TZVPD

Summary:
* orbital gap: 10.66 eV
* calculated total energy: -9304.412 eV
* energy above the lowest of the compared OMol25 structures with the same formula, charge and spin: 45.7 kcal per mole

ORCA input file:
```
! RIJCOSX wB97M-V def2-TZVPD def2/J DEFGRID3
* xyz 0 1
C 0.692 -1.649 0.662
N 0.615 -0.217 0.466
C -0.192 0.251 -0.651
C -1.089 1.362 -0.044
O -1.666 0.874 1.140
C 0.697 0.570 -1.796
N 1.499 0.674 -2.625
H 1.293 -2.186 -0.086
H 1.106 -1.829 1.657
H -0.327 -2.050 0.651
H 1.518 0.240 0.469
H -0.839 -0.557 -1.014
H -1.922 1.635 -0.695
H -0.468 2.248 0.152
H -0.918 0.633 1.712
*
```

These are the Löwdin partial charges, in e, on atoms 1 to 5:
1 C -0.11
2 N -0.12
3 C -0.32
4 C -0.22
5 O -0.07


# 5
C51H56N5O10 | ωB97M-V/def2-TZVPD

Summary:
* orbital gap: 7.83 eV
* calculated total energy: -81695.651 eV
* energy above the lowest of the compared OMol25 structures with the same formula, charge and spin: 122.3 kcal per mole

ORCA input file:
```
! RIJCOSX wB97M-V def2-TZVPD def2/J DEFGRID3
* xyz 1 1
C -2.856 1.048 -2.471
C -2.590 1.943 -1.108
N -1.586 1.294 -0.312
C -1.814 0.479 0.802
C -0.521 0.008 1.278
N 0.393 0.694 0.504
C -0.243 1.290 -0.475
C 1.964 0.433 0.672
H -3.412 0.364 -2.263
H -1.874 0.621 -2.782
H -3.271 1.818 -3.233
H -3.565 1.795 -0.628
H -2.401 2.935 -1.468
H -2.843 0.248 1.245
H -0.535 -0.584 2.087
H 0.138 1.751 -1.382
H 2.397 -0.433 -0.080
H 1.920 -0.050 1.614
H 2.378 1.352 0.836
N 1.388 -2.601 2.779
C 2.018 -2.942 3.855
C 3.386 -3.477 3.756
C 4.046 -3.596 2.599
C 3.224 -3.227 1.440
C 1.880 -2.829 1.546
H 1.537 -2.771 4.820
H 3.928 -3.668 4.694
H 4.980 -4.017 2.511
H 3.675 -3.057 0.498
H 1.479 -2.393 0.698
N -0.549 -3.489 -2.412
C -1.328 -2.887 -1.385
C -1.514 -3.444 -0.172
C -0.989 -4.738 0.153
C -0.116 -5.290 -0.870
C 0.020 -4.661 -2.106
H -1.767 -1.972 -1.736
H -1.801 -2.886 0.698
H -1.049 -5.230 1.125
H 0.235 -6.368 -0.627
H 0.921 -5.078 -2.897
N 2.742 -0.074 -3.316
C 2.325 -1.413 -3.371
C 3.122 -2.472 -2.909
C 4.259 -2.192 -2.177
C 4.522 -0.808 -2.015
C 3.777 0.235 -2.620
H 1.342 -1.485 -3.850
H 2.889 -3.615 -3.018
H 4.745 -2.735 -1.707
H 5.250 -0.603 -1.615
H 4.133 1.225 -2.574
C 1.376 4.121 -2.575
C 1.691 4.317 -4.122
C 0.679 4.687 -4.926
C -0.689 4.849 -4.550
C -0.939 4.838 -3.090
C 0.098 4.397 -2.133
O -0.193 4.400 -0.840
O 1.062 4.756 -6.242
H 2.265 3.927 -2.089
H 2.775 4.177 -4.562
H -1.386 5.141 -5.150
H -2.085 4.868 -2.771
H 0.485 4.694 -0.470
H 1.980 4.633 -6.284
C 1.569 1.185 7.130
C 3.007 1.802 6.809
C 3.544 1.736 5.554
C 2.766 1.106 4.549
C 1.487 0.553 4.766
C 0.903 0.559 6.084
O -0.378 0.041 6.212
O 4.785 2.067 5.336
H 0.960 1.265 8.059
H 3.601 2.348 7.538
H 3.155 0.810 3.627
H 0.848 0.253 4.044
H -0.476 -0.477 7.063
H 5.383 2.488 5.954
C -2.851 -3.148 4.091
C -3.424 -1.919 3.160
C -4.325 -2.374 2.197
C -4.537 -3.692 1.876
C -3.912 -4.765 2.549
C -2.981 -4.551 3.571
O -2.290 -5.450 4.285
O -4.924 -1.440 1.532
H -2.047 -2.680 4.703
H -2.951 -0.814 3.603
H -5.220 -3.868 0.921
H -4.317 -5.835 2.160
H -2.154 -6.365 4.007
H -5.742 -1.487 0.892
C 1.079 0.940 -6.292
C 1.281 0.046 -7.453
C 0.362 -0.867 -7.724
C -0.814 -0.947 -6.913
C -1.060 -0.056 -5.895
C -0.117 0.924 -5.636
O -0.268 1.732 -4.497
O 0.439 -1.720 -8.829
H 1.918 1.780 -6.246
H 2.317 0.098 -7.813
H -1.467 -1.698 -7.005
H -2.106 -0.324 -5.346
H 0.406 2.424 -4.244
H 0.488 -1.182 -9.708
C -1.300 2.858 3.477
C -1.279 3.643 2.224
C -2.509 4.038 1.610
C -3.745 3.486 2.061
C -3.686 2.568 3.131
C -2.531 2.347 4.018
O -2.643 1.695 5.096
O -2.469 4.896 0.448
H -0.342 2.796 3.972
H -0.379 4.236 1.841
H -4.563 3.746 1.602
H -4.553 2.174 3.540
H -1.738 1.675 5.542
H -1.709 5.093 -0.058
*
```

These are the Löwdin partial charges, in e, on atoms 1 to 5:
1 C 0.00
2 C -0.11
3 N -0.03
4 C 0.03
5 C -0.01


# 6
C11H16FeO8P | ωB97M-V/def2-TZVPD

Summary:
* orbital gap (spin up / spin down): 6.90 / 6.92 eV
* calculated total energy: -71698.738 eV
* energy above the lowest of the compared OMol25 structures with the same formula, charge and spin: 0.0 kcal per mole
* <S²>: 8.798

ORCA input file:
```
! RIJCOSX wB97M-V def2-TZVPD def2/J DEFGRID3
* xyz 2 6
O 4.175 -0.172 -2.614
C 3.068 -0.389 -2.589
Fe 0.779 -3.199 -0.675
O -0.474 -0.958 -1.922
C 0.155 -1.703 -1.288
C -1.022 -3.651 -0.464
O -2.135 -3.845 -0.172
C 0.482 -3.991 1.575
O 1.027 -4.663 2.318
C 1.169 -4.193 -2.072
O 1.203 -5.212 -2.646
H 1.936 -2.078 -1.350
C -1.302 -0.183 3.316
C -0.891 -0.732 1.972
O 0.475 -0.334 1.633
P 1.073 1.161 1.307
O -0.169 2.137 1.721
C -1.057 2.920 0.884
C -2.115 2.061 0.240
O 0.931 1.170 -0.359
C 1.543 2.157 -1.194
C 0.900 2.039 -2.566
H -0.571 -0.456 4.087
H -2.279 -0.598 3.568
H -1.407 0.903 3.257
H -0.894 -1.834 1.980
H -1.551 -0.424 1.144
H -1.513 3.666 1.554
H -0.481 3.480 0.128
H -2.723 1.544 0.992
H -2.799 2.711 -0.309
H -1.683 1.371 -0.496
H 1.388 3.189 -0.846
H 2.623 2.006 -1.306
H -0.156 2.346 -2.522
H 1.369 2.725 -3.287
H 0.927 1.030 -3.001
*
```

These are the Löwdin partial charges, in e, on atoms 1 to 5:
1 O 0.11
2 C 0.02
3 Fe 0.41
4 O 0.17
5 C -0.28


- Among the records above, which one has the highest calculated total energy?
  C4H8N2O